No. 1
{"formula": "C50H30AuCl4N5O3S", "method": "ωB97M-V/def2-TZVPD", "homo_lumo_gap_ev": [4.809, 4.369], "s_squared": 2.1231, "multiplicity": 3, "symbols": ["H", "C", "C", "C", "H", "C", "C", "H", "Cl", "C", "C", "Cl", "C", "C", "C", "C", "C", "Au", "N", "O", "C", "H", "C", "O", "C", "H", "C", "H", "C", "H", "H", "Cl", "S", "C", "C", "C", "C", "H", "C", "Cl", "H", "C", "C", "H", "C", "C", "H", "C", "C", "H", "O", "C", "C", "C", "C", "H", "C", "H", "C", "C", "H", "H", "C", "C", "N", "H", "C", "C", "N", "H", "N", "C", "C", "H", "H", "C", "C", "H", "H", "H", "C", "C", "H", "C", "N", "H", "C", "H", "H", "C", "C", "H", "H", "C"], "xyz": [[2.91, 4.52, 1.59], [1.09, 0.63, -3.14], [3.68, 6.61, -1.21], [0.79, 2.05, 2.11], [-0.47, 3.65, 4.00], [0.57, -0.62, -3.45], [0.55, -1.14, -7.20], [-0.75, -7.52, 1.21], [5.94, 7.76, -2.16], [-3.44, 1.09, 0.70], [2.04, 2.84, 0.44], [-4.48, 2.92, 6.53], [-0.22, -1.28, 3.64], [2.88, 5.53, -0.91], [2.08, 2.64, -3.35], [5.36, 5.12, -2.10], [2.05, -4.95, 1.87], [0.90, 0.12, -0.18], [0.49, -0.82, 1.54], [-5.26, -0.17, 4.32], [-2.24, 0.74, 4.09], [1.90, 5.69, -0.47], [0.52, -1.71, -2.51], [-6.36, -1.84, 2.91], [-0.78, -1.45, -7.41], [6.33, 4.97, -2.55], [-4.18, -0.75, 2.07], [0.14, -3.44, 3.55], [0.44, -3.07, -2.85], [-2.24, 4.32, 5.52], [1.46, 3.55, 3.61], [-1.35, -1.77, -9.01], [-5.12, -1.35, 3.47], [-2.64, 0.22, -0.02], [-3.40, -1.62, 1.31], [-0.11, -5.49, 0.97], [0.00, -0.26, 2.65], [-3.42, 2.15, 0.47], [4.92, 6.40, -1.79], [1.39, -8.83, 2.54], [-1.70, 0.28, -1.86], [-1.21, -1.25, -5.06], [-1.67, -1.50, -6.34], [-1.98, -1.80, -0.29], [0.89, -4.55, 1.21], [-3.25, 1.12, 4.94], [2.50, 3.56, -3.72], [0.58, -2.20, 1.75], [-1.17, 1.61, 3.74], [3.35, 7.62, -1.00], [-4.26, -2.38, 4.05], [2.25, 3.67, 1.56], [1.00, -0.88, -5.92], [0.76, -3.14, 0.78], [4.54, 4.04, -1.80], [-2.71, -1.75, -6.52], [0.12, -0.91, -4.84], [2.84, -4.23, 2.07], [2.06, 2.25, -1.97], [-4.23, 0.60, 1.73], [-1.78, 1.73, -1.09], [-2.31, -0.24, 3.63], [-3.22, 2.41, 5.47], [2.45, 3.05, -0.89], [1.45, 1.03, -1.88], [-0.60, -1.10, 4.63], [1.45, 1.68, -4.06], [1.20, -7.18, 2.03], [-1.69, 0.73, -0.96], [-4.07, 0.45, 5.16], [0.71, -1.60, -1.17], [2.22, -6.27, 2.28], [-2.22, 3.31, 5.12], [0.59, -4.86, -1.55], [1.26, 1.66, -5.12], [0.60, -3.79, -1.67], [0.17, -2.46, 3.10], [-4.84, 1.26, 2.33], [0.30, -3.46, -3.84], [-3.37, -2.67, 1.60], [-1.22, 2.92, 4.27], [1.48, 3.17, 2.60], [-1.91, -1.30, -4.23], [-0.15, 1.15, 2.84], [1.15, 1.84, 0.83], [1.23, -1.13, -8.04], [0.04, -6.80, 1.38], [-1.03, -5.18, 0.48], [3.12, -6.59, 2.78], [3.30, 4.23, -1.20], [0.75, -2.86, -0.63], [2.05, -0.66, -5.75], [4.87, 3.04, -2.03], [-2.64, -1.14, 0.26]], "lowdin_charge": [0.1163, -0.2236, -0.0882, -0.1958, 0.0849, -0.0556, -0.0907, 0.1123, 0.6813, -0.0325, -0.2288, 0.7225, 0.0239, -0.0247, 0.0191, -0.0890, -0.0143, 1.4307, -0.0223, -0.3756, -0.0107, 0.1272, -0.2450, -0.3282, -0.6665, 0.1097, -0.2793, 0.1325, 0.0042, 0.1060, 0.1062, 0.6814, 0.4361, -0.3323, -0.0461, -0.0205, -0.2092, 0.1124, -0.6658, 0.6818, 0.0723, -0.0165, -0.0860, 0.0997, -0.2068, -0.0725, 0.1225, -0.2155, -0.1389, 0.1103, -0.3497, 0.0016, -0.0280, -0.0458, -0.0199, 0.1111, -0.2045, 0.1265, -0.2209, -0.0565, 0.0868, 0.0949, -0.6328, -0.0480, -0.0376, 0.1311, 0.0201, -0.6653, 0.0581, 0.0593, -0.0466, -0.0894, -0.0929, 0.1137, 0.1161, 0.0027, 0.0533, 0.1220, 0.1185, 0.1169, -0.0115, -0.0183, 0.1244, -0.0015, -0.0446, 0.1094, -0.0841, 0.1304, 0.1092, -0.2008, -0.2313, 0.1262, 0.1279, -0.0426]}


No. 2
{"formula": "C50H34N12NbO2S", "method": "ωB97M-V/def2-TZVPD", "total_charge": 1, "homo_lumo_gap_ev": [3.534, 3.550], "e_above_lowest_kj_mol": 280.7, "symbols": ["C", "H", "C", "C", "C", "C", "H", "C", "C", "C", "N", "N", "C", "C", "H", "H", "H", "H", "H", "N", "H", "C", "H", "C", "N", "H", "C", "H", "S", "N", "C", "N", "C", "C", "H", "C", "C", "C", "C", "C", "C", "Nb", "H", "C", "C", "H", "C", "N", "H", "N", "H", "C", "H", "C", "C", "C", "H", "O", "H", "C", "C", "C", "O", "H", "N", "H", "C", "C", "N", "H", "N", "C", "C", "H", "H", "C", "C", "H", "C", "C", "N", "C", "H", "C", "H", "H", "C", "C", "H", "H", "H", "C", "C", "H", "C", "H", "C", "C", "C", "H"], "xyz": [[2.31, -3.96, 1.92], [-3.46, 3.57, -1.14], [2.68, -3.02, -4.51], [2.49, -0.32, -5.43], [-2.16, 3.89, 1.94], [-4.44, 4.59, 0.51], [3.12, -1.03, -7.32], [1.72, 2.18, -1.90], [1.99, 2.72, 0.23], [-1.72, -1.15, -2.71], [1.59, 1.48, -2.98], [-1.14, 0.67, -1.32], [2.36, 5.87, -2.57], [-4.93, -0.02, 0.84], [2.42, 6.70, -3.30], [-2.96, -0.71, -4.40], [-0.94, -4.32, -1.57], [3.76, -6.69, 3.33], [4.19, -7.16, 1.01], [1.65, -2.15, 0.63], [3.45, -5.61, -0.83], [-3.41, 3.86, -0.10], [-5.16, -0.10, 3.00], [-2.42, -2.80, -4.28], [1.50, -0.70, -1.90], [2.77, 2.86, 6.72], [-2.55, -1.56, -3.81], [-1.81, 0.83, -3.28], [-1.29, -1.20, 2.14], [2.03, -3.11, -1.53], [2.34, -2.02, -3.64], [-3.80, -2.20, 2.23], [3.50, -5.91, 2.57], [2.54, 5.26, -0.22], [2.83, 3.51, 4.51], [2.81, -1.37, -6.27], [-3.18, 4.72, 2.52], [-5.29, -2.06, 2.20], [-1.91, -3.84, -3.51], [2.23, -0.66, -4.08], [1.97, 4.56, -2.85], [0.10, -0.19, -0.01], [-5.00, 1.05, 0.78], [1.79, 0.27, 4.07], [1.90, -0.17, 5.38], [-2.82, 0.12, 0.31], [3.18, -5.44, 0.21], [2.15, 2.74, 1.56], [2.41, 0.75, -5.77], [1.46, 0.44, 1.79], [-5.31, -0.57, -0.04], [1.50, -0.43, 2.88], [2.91, 7.24, -0.99], [2.52, 2.08, 6.01], [1.85, -2.55, 1.91], [2.86, -4.77, 2.98], [-1.76, -4.83, -3.92], [-0.79, 1.48, 1.00], [2.58, 0.34, 7.35], [1.90, -1.98, -2.24], [2.39, 0.74, 6.33], [-5.65, -0.56, 2.11], [-0.61, -1.77, -0.77], [2.77, 5.57, 0.80], [-3.52, -0.43, 0.81], [-2.53, -2.97, -5.29], [2.52, -4.29, 0.58], [-1.58, 0.17, -2.48], [1.50, 1.73, -0.59], [2.67, -4.58, 4.05], [-1.71, 1.83, -0.99], [2.27, 3.92, -0.56], [2.05, 3.58, -1.87], [1.74, 4.23, -3.86], [-5.65, -2.47, 3.17], [2.10, 1.61, 3.72], [2.82, -2.69, -5.90], [-5.29, 4.95, -0.05], [-1.34, -3.55, -2.23], [1.76, 0.13, -2.97], [1.65, -1.74, 2.97], [2.46, 2.56, 4.71], [2.87, -4.01, -4.14], [-4.39, 4.87, 1.84], [-6.69, -0.31, 2.15], [-3.32, -2.74, 2.96], [-2.95, -1.32, 1.64], [2.60, 6.25, -1.24], [-5.54, -2.68, 1.31], [-3.22, 5.01, 3.54], [-5.29, 5.10, 2.28], [2.07, -3.13, -0.21], [3.66, -6.27, 1.23], [3.00, -3.45, -6.66], [-1.53, 2.17, 0.23], [1.72, -1.20, 5.68], [1.90, 1.69, 2.29], [-1.26, -2.21, -1.86], [-2.30, 3.37, 0.65], [-1.24, 3.71, 2.49]], "lowdin_charge": [-0.0728, 0.0988, -0.0046, -0.0175, 0.0038, -0.0831, 0.1323, -0.2850, -0.2362, -0.1409, 0.2026, -0.1902, -0.0622, -0.1292, 0.1175, 0.1426, 0.1272, 0.1208, 0.0962, 0.0813, 0.1180, -0.0128, 0.1340, -0.0825, 0.0663, 0.1085, 0.0047, 0.1427, 0.7694, 0.2063, -0.1130, 0.0155, -0.0947, 0.0148, 0.0953, -0.1203, -0.0289, -0.1331, 0.0099, -0.1034, -0.0045, 1.9003, 0.1119, -0.1230, 0.0062, 0.0834, -0.0108, 0.2115, 0.1355, 0.0220, 0.1294, -0.3886, 0.0964, -0.0785, -0.2547, 0.0007, 0.1216, -0.1970, 0.1207, -0.2655, -0.0581, -0.1347, -0.3414, 0.1152, 0.0323, 0.0974, -0.1166, -0.0076, 0.0815, 0.1213, 0.0673, -0.1102, -0.1290, 0.1156, 0.1349, -0.0711, -0.0605, 0.1062, 0.0414, -0.2582, 0.1719, 0.0182, 0.1097, -0.0952, 0.1142, 0.1328, -0.7200, -0.0544, 0.1318, 0.0927, 0.0844, -0.2789, -0.0606, 0.1081, -0.4876, 0.1185, -0.2519, -0.2513, -0.1345, 0.1111]}


No. 3
{"formula": "C50H35BrF4N5P2Tc", "method": "ωB97M-V/def2-TZVPD", "total_charge": 3, "homo_lumo_gap_ev": [7.020, 6.030], "e_above_lowest_kj_mol": 8.9, "s_squared": 3.7902, "multiplicity": 4, "symbols": ["C", "F", "C", "H", "N", "C", "N", "H", "H", "H", "C", "H", "H", "C", "C", "P", "H", "C", "H", "C", "F", "C", "C", "H", "C", "H", "C", "F", "C", "Tc", "H", "C", "H", "H", "N", "C", "C", "C", "H", "H", "H", "C", "H", "H", "H", "H", "H", "H", "C", "C", "N", "H", "C", "H", "C", "C", "H", "C", "H", "C", "C", "H", "C", "H", "C", "H", "C", "C", "C", "C", "H", "C", "C", "H", "H", "C", "C", "C", "P", "C", "Br", "C", "H", "N", "C", "H", "C", "C", "F", "C", "C", "C", "C", "C", "H", "C", "C", "C"], "xyz": [[3.04, 5.29, 2.11], [-2.16, 4.75, -3.56], [-2.14, 4.83, -2.24], [-0.31, -1.20, 2.88], [-1.45, -0.41, -1.33], [-2.75, 5.91, -1.61], [-1.80, -1.06, 0.87], [3.27, 1.54, -0.12], [4.33, -0.89, -4.57], [-6.21, -3.25, 0.47], [3.87, 1.12, 1.91], [3.83, 1.47, -4.02], [4.16, 0.55, 3.96], [3.06, -2.64, 0.57], [0.87, 3.67, 1.46], [-0.54, 2.70, 0.88], [1.55, -5.48, -0.72], [2.99, 1.12, 0.84], [4.62, -2.79, 2.03], [-4.91, -2.41, -2.55], [-3.36, 6.82, -2.32], [0.46, -5.19, -4.43], [0.58, -4.04, -3.67], [0.16, -5.12, -5.46], [-2.05, 5.02, 0.51], [1.73, 3.61, -0.52], [-3.46, -1.68, -0.74], [-1.99, 5.16, 1.83], [2.78, -3.64, 2.74], [0.16, 0.73, -0.50], [2.15, 5.42, 4.06], [-5.79, -2.93, -1.61], [2.15, 2.05, -2.38], [0.62, -7.33, -4.45], [-2.83, -1.25, -3.00], [1.10, -6.54, -2.52], [-3.85, 1.64, 2.96], [-1.51, 3.86, -1.49], [-4.03, 0.92, 4.97], [4.85, 1.58, 1.79], [-1.11, -0.19, -3.36], [1.93, -1.33, -2.21], [3.69, -2.16, -0.17], [-6.69, -3.42, -1.94], [0.84, -4.44, 3.19], [-4.13, -2.14, 1.25], [0.39, -3.08, -4.11], [3.11, -2.68, -3.40], [1.60, 0.01, -1.89], [0.09, -0.60, 2.07], [1.77, 0.59, 0.92], [-1.61, 1.11, 5.43], [-4.36, -2.22, 0.19], [-3.00, -1.33, -4.00], [3.49, 0.55, 3.11], [1.84, 3.98, 0.50], [-4.91, 1.57, 2.76], [-1.76, -0.59, -2.60], [-3.40, 2.40, 1.01], [-1.46, 3.92, -0.10], [-2.70, 6.01, -0.23], [3.64, 5.05, 0.06], [1.45, -3.93, 2.46], [-0.11, -3.83, 0.99], [0.92, -3.59, 1.22], [3.87, 5.92, 2.37], [0.98, 4.20, 2.74], [2.33, 0.99, -2.58], [-3.35, 1.27, 4.20], [1.73, -2.96, 0.27], [-0.07, 1.94, 3.71], [3.58, -0.65, -3.83], [-2.22, -1.04, -0.35], [1.90, -0.52, 4.11], [1.30, -7.51, -2.09], [-1.13, 1.85, 3.48], [2.23, -0.04, 3.20], [-1.99, 1.38, 4.46], [1.11, -2.67, -1.37], [0.99, -4.14, -2.32], [-0.62, 2.47, -2.44], [1.40, 0.00, 2.09], [0.21, 4.04, 3.48], [-0.59, -0.42, 0.99], [-5.51, -2.83, -0.24], [-5.13, -2.49, -3.61], [-2.99, 2.11, 1.98], [3.58, -3.00, 1.81], [-3.26, 7.03, 0.38], [2.91, 4.79, 0.82], [2.89, -1.65, -3.18], [0.71, -6.43, -3.85], [-3.76, -1.79, -2.10], [3.29, 0.68, -3.52], [3.20, -3.94, 3.70], [-1.63, 2.23, 2.24], [1.23, -5.40, -1.75], [2.07, 5.00, 3.06]], "lowdin_charge": [-0.0383, 0.1183, -0.2464, 0.1542, -0.0511, -0.1122, 0.1301, 0.1106, 0.1254, 0.1262, 0.0074, 0.1255, 0.1336, -0.0670, -0.3531, 1.0467, 0.1092, -0.0975, 0.1233, 0.0171, 0.1965, -0.0427, -0.0922, 0.1221, -0.1956, 0.0817, -0.0869, 0.1411, -0.0382, 1.1079, 0.1229, -0.0146, 0.0489, 0.1277, 0.1664, -0.0321, -0.0462, -0.5066, 0.1217, 0.1316, 0.1203, -0.4001, 0.1158, 0.1298, 0.1228, 0.1228, 0.1058, 0.1175, -0.3052, -0.0572, -0.0266, 0.1199, 0.0112, 0.1814, 0.0015, -0.1262, 0.1198, -0.1636, 0.1126, -0.3073, -0.1140, 0.1198, -0.0514, 0.1165, -0.1108, 0.1228, -0.0670, -0.1861, -0.0385, -0.3807, 0.0943, -0.0412, -0.2743, 0.1381, 0.1260, -0.1138, 0.0172, -0.0452, 1.2067, -0.3610, 1.0116, -0.2688, 0.1042, -0.1635, -0.0233, 0.1310, -0.0885, -0.0510, 0.1892, -0.0534, -0.0730, -0.0151, -0.1570, -0.0385, 0.1246, -0.3683, -0.0516, -0.0364]}


No. 4
{"formula": "C50H38Cl2N3O6STcTe", "method": "ωB97M-V/def2-TZVPD", "total_charge": 1, "homo_lumo_gap_ev": [5.867, 5.845], "e_above_lowest_kj_mol": 40.7, "s_squared": 0.7578, "multiplicity": 2, "symbols": ["C", "C", "O", "C", "C", "S", "C", "C", "C", "C", "Cl", "C", "H", "C", "H", "H", "C", "Te", "C", "H", "H", "Tc", "O", "C", "H", "H", "N", "O", "H", "C", "H", "C", "C", "O", "H", "O", "H", "C", "C", "C", "C", "C", "H", "H", "H", "C", "H", "C", "H", "H", "C", "C", "H", "C", "H", "C", "N", "H", "C", "C", "C", "O", "H", "C", "H", "C", "H", "H", "C", "H", "C", "H", "C", "C", "H", "H", "C", "N", "Cl", "H", "H", "H", "H", "C", "H", "C", "H", "H", "C", "H", "C", "C", "H", "C", "C", "C", "H", "C", "C", "C", "C", "C"], "xyz": [[-1.91, -2.98, -0.46], [0.83, 2.21, -6.24], [0.80, -0.58, 2.32], [2.31, -1.30, 4.67], [-0.17, -4.79, -0.67], [-3.22, -3.73, -1.25], [2.10, 0.04, -0.18], [-2.82, 2.38, -0.87], [-0.70, 0.97, -4.87], [-2.26, 0.98, -0.85], [-1.90, -1.50, 3.10], [1.38, -3.32, 1.13], [-3.47, 0.14, 3.77], [2.78, 0.05, 1.13], [-4.10, 6.01, -1.19], [-0.80, -5.37, -1.35], [1.82, -4.54, 0.64], [-0.56, -1.99, -4.17], [0.77, -1.62, -2.54], [6.46, 1.65, 2.12], [-1.29, -1.75, 7.54], [-0.51, -0.90, 1.10], [-2.50, 0.22, -1.77], [-0.61, -3.56, -0.19], [-1.63, 0.70, 7.68], [0.54, -2.66, 6.12], [-2.17, -1.84, 0.12], [-1.53, 0.71, 0.21], [-6.20, -3.17, -1.34], [3.76, -0.49, -1.97], [-3.78, 2.05, -2.76], [2.95, 0.45, -1.34], [4.24, -0.34, 3.46], [-4.91, 3.66, -4.14], [2.77, -4.93, 0.97], [2.87, -2.31, 5.05], [2.45, 1.08, -7.10], [-3.74, 5.00, -1.08], [1.15, -0.74, 5.42], [-4.22, -0.51, 0.72], [-5.59, -0.43, 0.60], [0.35, -1.60, 6.16], [6.90, 0.01, 1.69], [1.75, -1.50, -2.98], [-0.72, -0.33, -1.69], [4.52, -0.12, -3.07], [1.74, -1.05, -6.09], [-3.56, 2.76, -1.98], [-3.67, 0.23, 1.29], [-2.02, 0.06, 4.86], [-0.30, 2.17, -5.44], [-2.39, 0.08, 3.84], [4.81, -0.59, 4.35], [-3.00, 4.61, 0.03], [-6.12, 0.37, 1.08], [0.95, 0.64, 5.49], [0.89, -0.35, -0.37], [-0.19, 2.23, 6.38], [0.03, -0.19, -5.10], [-3.99, 4.06, -2.06], [-5.65, -2.42, -0.78], [-5.16, 5.63, -3.29], [3.80, -1.51, -1.59], [1.05, -5.27, -0.26], [3.64, 3.14, -3.27], [2.87, -0.59, 3.46], [1.61, 1.31, 4.94], [1.14, 3.14, -6.70], [1.17, -0.15, -5.90], [1.99, -2.79, 1.85], [-4.27, -2.49, -0.65], [0.77, -2.51, -1.92], [-0.66, -1.08, 6.96], [-3.55, -1.55, 0.08], [-7.38, -1.31, -0.21], [6.75, 0.46, 3.39], [2.14, -0.35, 2.31], [-4.75, 4.48, -3.26], [-1.66, 1.42, 2.97], [2.30, 2.49, -1.30], [5.15, -0.86, -3.55], [5.06, 1.46, -4.40], [4.62, 0.77, 0.31], [-0.86, 0.29, 7.03], [-2.78, 5.33, 0.81], [-2.55, 3.30, 0.13], [0.70, 0.51, -2.30], [-1.59, 0.93, -4.24], [4.13, 0.39, 1.20], [1.42, -6.22, -0.64], [-6.31, -1.38, -0.15], [0.36, -0.37, -1.76], [-0.87, 3.07, -5.26], [3.68, 2.12, -2.91], [1.57, 1.05, -6.47], [6.33, 0.60, 2.40], [-1.97, 2.99, 0.99], [4.87, 0.23, 2.36], [4.47, 1.18, -3.54], [2.92, 1.76, -1.80], [-0.05, 1.16, 6.31], [0.16, -2.79, 0.69]], "lowdin_charge": [-0.5314, -0.0834, -0.2990, -0.2980, -0.0333, 1.1687, -0.1374, -0.1001, -0.1430, -0.5645, 0.6837, -0.0701, 0.0426, -0.0563, 0.1243, 0.1151, -0.0502, 1.3040, -0.4688, 0.0896, 0.1123, 1.4681, 0.0352, -0.2722, 0.1131, 0.1257, -0.0743, -0.2496, 0.1178, -0.0455, 0.1317, -0.2272, 0.0551, 0.0884, 0.1146, 0.1384, 0.1054, 0.0137, -0.1553, -0.0405, -0.0474, -0.0159, 0.0904, 0.0323, 0.0362, -0.0544, 0.0931, 0.0721, 0.0802, -0.0018, -0.0775, -0.8362, 0.1385, -0.0399, 0.1136, -0.0276, 0.0072, 0.1124, -0.5639, -0.1219, -0.0623, 0.0889, 0.1317, -0.0584, 0.1122, -0.0764, 0.1252, 0.1053, -0.1449, 0.0945, -0.4270, 0.0282, -0.0692, -0.2970, 0.1133, 0.0819, -0.2423, -0.3512, 0.6724, 0.1297, 0.1130, 0.1110, 0.1303, -0.0912, 0.1129, -0.0177, 0.1194, 0.0834, 0.0507, 0.1134, -0.0597, -0.2503, 0.1052, -0.0545, -0.0875, -0.0297, 0.0525, -0.2262, -0.0644, -0.0248, -0.0843, -0.1931]}